This record from the Open Molecules 2025 dataset describes a molecular structure, C19H21KN4O at a distorted geometry. The level of theory is wB97M-V/def2-TZVPD.

Summary:
electronic energy	-1630.75300	Ha
HOMO-LUMO gap	5.74	eV
HOMO energy	-5.732	eV
strongest force on any atom	2.28	eV Å⁻¹
net charge	0
LUMO energy	0.012	eV
energy relative to the best compared isomer or geometry (same formula, charge and spin)	0.0	kJ/mol

Positions of all 46 atoms, in Å:
K  0.856  1.169  1.308
C  1.922  -2.191  -0.384
N  0.599  -1.595  -0.043
C  -0.073  -1.180  -1.354
C  -1.028  -0.015  -1.375
C  -2.368  -0.313  -1.694
C  -3.289  0.711  -1.673
C  -2.861  1.965  -1.309
C  -1.520  2.186  -1.024
N  -0.627  1.212  -1.058
C  -0.169  -2.397  0.894
C  -1.249  -1.784  1.743
C  -2.063  -2.660  2.518
C  -3.300  -2.171  2.984
C  -3.512  -0.772  2.893
C  -2.581  0.023  2.311
N  -1.455  -0.468  1.743
C  2.983  -1.181  -0.751
C  4.257  -1.560  -1.135
C  5.138  -0.612  -1.694
C  4.651  0.656  -1.947
C  3.405  0.960  -1.386
N  2.610  0.081  -0.821
H  1.840  -2.903  -1.252
H  2.260  -2.816  0.465
H  -0.709  -1.967  -1.766
H  0.752  -0.930  -1.986
H  -2.731  -1.318  -1.803
H  -4.344  0.601  -1.882
H  -3.607  2.802  -1.293
H  -1.169  3.109  -0.579
H  0.536  -2.915  1.572
H  -0.693  -3.253  0.433
H  -1.775  -3.700  2.630
H  -4.042  -2.873  3.358
H  -4.461  -0.357  3.225
H  -2.724  1.101  2.340
H  4.677  -2.588  -1.004
H  6.138  -0.923  -1.903
H  5.205  1.482  -2.429
H  3.064  2.023  -1.392
C  0.341  5.083  0.890
O  0.358  3.729  0.713
H  0.556  5.751  0.051
H  0.923  5.402  1.753
H  -0.718  5.394  1.109

=====

This record from the Open Molecules 2025 dataset describes a molecular structure, C15H16FeN3O3 at a distorted geometry. The level of theory is wB97M-V/def2-TZVPD.

Summary:
electronic energy	-2234.40566	Ha
HOMO-LUMO gap (alpha / beta)	5.16 / 4.27	eV
spin multiplicity	5
HOMO energy (alpha / beta)	-7.926 / -11.254	eV
strongest force on any atom	4.62	eV Å⁻¹
net charge	+1
LUMO energy (alpha / beta)	-2.762 / -6.981	eV
energy relative to the best compared isomer or geometry (same formula, charge and spin)	53.9	kJ/mol

Positions of all 38 atoms, in Å:
O  2.630  2.658  0.952
C  1.911  1.800  0.644
Fe  0.801  0.450  0.465
C  2.108  -0.832  0.453
O  2.809  -1.722  0.707
C  0.679  0.272  2.235
O  0.752  0.230  3.398
C  -1.525  -1.293  0.006
C  -2.366  -0.392  0.637
C  -2.080  0.936  0.850
C  -0.844  1.575  0.500
C  -0.338  1.509  -0.861
C  -0.100  0.269  -1.414
C  -0.298  -0.934  -0.628
H  -1.818  -2.344  -0.072
H  -3.314  -0.776  1.026
H  -2.839  1.544  1.353
H  -0.629  2.489  1.080
H  -0.059  2.431  -1.375
H  0.370  0.152  -2.399
H  0.293  -1.817  -0.946
C  -1.877  -2.279  3.479
C  -1.861  -3.531  4.366
N  -1.753  -4.574  3.370
C  -1.399  -5.968  3.414
C  -1.213  -6.310  1.928
N  -1.220  -5.020  1.277
C  -1.532  -4.020  2.143
N  -1.594  -2.714  2.102
H  -2.851  -1.770  3.528
H  -1.109  -1.563  3.801
H  -0.990  -3.525  5.035
H  -2.777  -3.633  4.955
H  -0.467  -6.124  3.976
H  -2.187  -6.571  3.876
H  -0.278  -6.843  1.745
H  -2.050  -6.920  1.575
H  -1.075  -4.846  0.291

=====

This record from the Open Molecules 2025 dataset describes 4 unconnected molecules or ions with the total composition C37H90N10O7P3 at a distorted geometry. The level of theory is wB97M-V/def2-TZVPD.

Summary:
electronic energy	-3561.21941	Ha
HOMO-LUMO gap (alpha / beta)	5.95 / 5.97	eV
spin multiplicity	2
HOMO energy (alpha / beta)	-7.398 / -7.420	eV
strongest force on any atom	8.74	eV Å⁻¹
net charge	0
LUMO energy (alpha / beta)	-1.450 / -1.450	eV

Positions of all 147 atoms, in Å:
C  8.025  -1.555  2.173
O  7.564  -0.135  2.232
C  8.598  0.765  1.658
C  8.054  2.337  1.489
C  6.435  2.260  1.249
C  5.811  3.580  0.447
C  4.390  4.091  1.082
C  3.046  3.569  0.287
C  1.844  3.480  1.384
C  1.503  1.942  1.924
C  0.942  2.199  3.480
C  0.083  0.949  4.087
O  0.573  -0.179  4.607
O  -1.408  1.124  4.113
C  2.807  0.973  2.073
C  2.727  -0.386  1.108
C  3.406  -0.151  -0.386
C  3.758  -1.470  1.860
N  1.384  -1.052  1.093
O  1.153  -1.852  2.142
C  0.235  -0.199  0.684
C  -1.235  -0.735  1.277
C  0.075  -0.372  -0.973
C  0.300  1.390  0.974
H  7.114  -2.322  2.179
H  8.666  -1.778  1.197
H  8.756  -1.807  3.081
H  8.986  0.315  0.631
H  9.511  0.720  2.411
H  8.657  2.849  0.613
H  8.310  2.854  2.533
H  6.236  1.339  0.538
H  5.918  2.077  2.299
H  5.709  3.396  -0.706
H  6.598  4.454  0.655
H  4.307  3.680  2.190
H  4.313  5.281  1.142
H  2.756  4.450  -0.465
H  3.205  2.623  -0.381
H  2.152  4.158  2.303
H  0.892  4.013  0.905
H  0.218  3.142  3.374
H  1.834  2.525  4.185
H  -1.550  1.658  4.958
H  3.848  1.491  1.949
H  2.800  0.536  3.185
H  4.394  0.452  -0.215
H  2.730  0.490  -1.105
H  3.688  -1.213  -0.817
H  3.592  -1.518  3.017
H  4.840  -1.004  1.697
H  3.768  -2.510  1.319
H  -1.486  -1.752  0.724
H  -2.098  0.052  1.034
H  -1.241  -0.868  2.438
H  0.400  -1.450  -1.331
H  -1.087  -0.267  -1.192
H  0.599  0.489  -1.568
H  -0.724  1.717  1.494
H  0.328  2.019  -0.040
O  2.858  -5.889  2.534
P  2.190  -6.556  3.762
N  2.057  -8.054  2.959
C  0.949  -8.993  2.960
C  3.311  -8.814  2.958
N  0.777  -5.586  3.571
C  -0.215  -5.890  2.543
C  1.073  -4.144  3.478
N  1.423  -7.323  5.173
C  0.015  -7.239  5.553
C  2.234  -7.017  6.360
H  0.874  -9.552  3.898
H  1.065  -9.728  2.153
H  -0.010  -8.523  2.761
H  3.480  -9.288  3.930
H  4.165  -8.161  2.750
H  3.316  -9.588  2.182
H  0.244  -6.100  1.574
H  -0.929  -5.066  2.412
H  -0.843  -6.731  2.836
H  1.397  -3.854  2.473
H  1.864  -3.866  4.183
H  0.191  -3.549  3.736
H  -0.299  -6.220  5.797
H  -0.177  -7.859  6.439
H  -0.643  -7.645  4.784
H  2.126  -5.966  6.649
H  3.293  -7.204  6.152
H  1.963  -7.652  7.210
O  -3.399  -0.151  -3.134
P  -4.945  -0.193  -3.208
N  -5.015  -1.648  -2.322
C  -5.857  -2.810  -2.544
C  -4.875  -1.443  -0.878
N  -4.897  -0.467  -4.910
C  -4.578  -1.784  -5.455
C  -4.065  0.515  -5.631
N  -6.722  -0.241  -3.293
C  -7.530  -0.717  -4.413
C  -7.238  1.074  -2.887
H  -6.895  -2.641  -2.240
H  -5.488  -3.670  -1.971
H  -5.852  -3.151  -3.576
H  -5.809  -1.072  -0.444
H  -4.089  -0.713  -0.659
H  -4.591  -2.368  -0.362
H  -3.713  -2.236  -4.965
H  -4.377  -1.739  -6.533
H  -5.431  -2.459  -5.380
H  -2.999  0.275  -5.571
H  -4.210  1.520  -5.220
H  -4.345  0.559  -6.689
H  -7.392  -0.120  -5.320
H  -8.597  -0.677  -4.158
H  -7.339  -1.767  -4.640
H  -7.044  1.828  -3.659
H  -6.749  1.403  -1.964
H  -8.313  1.042  -2.680
O  -0.312  5.492  -2.380
P  -1.855  5.586  -2.469
N  -1.957  4.155  -3.390
C  -2.794  3.870  -4.542
C  -1.863  2.942  -2.572
N  -1.753  6.994  -3.460
C  -1.420  6.897  -4.879
C  -0.896  8.046  -2.882
N  -3.629  5.694  -2.571
C  -4.401  6.516  -3.499
C  -4.155  5.921  -1.217
H  -3.841  3.702  -4.269
H  -2.445  2.967  -5.060
H  -2.756  4.647  -5.301
H  -2.809  2.743  -2.060
H  -1.083  3.042  -1.810
H  -1.597  2.065  -3.175
H  -0.571  6.233  -5.060
H  -1.183  7.879  -5.308
H  -2.276  6.559  -5.463
H  0.167  7.855  -3.059
H  -1.052  8.121  -1.801
H  -1.142  9.024  -3.310
H  -4.233  7.588  -3.358
H  -5.476  6.336  -3.365
H  -4.205  6.255  -4.540
H  -3.934  6.939  -0.876
H  -3.695  5.220  -0.512
H  -5.236  5.753  -1.168

=====

This record from the Open Molecules 2025 dataset describes a gas-phase ion, C5H4NO3 (charge -1) at a distorted geometry. The level of theory is wB97M-V/def2-TZVPD.

Summary:
electronic energy	-473.46645	Ha
HOMO-LUMO gap	6.81	eV
SMILES string	Nc1ccc([O-])oc1=O
HOMO energy	-2.729	eV
strongest force on any atom	3.71	eV Å⁻¹
net charge	-1
LUMO energy	4.081	eV
energy relative to the best compared isomer or geometry (same formula, charge and spin)	4.4	kJ/mol

Positions of all 13 atoms, in Å:
C  -0.772  -0.073  0.635
C  -0.567  1.210  1.049
C  0.035  -0.814  -0.174
C  1.206  -0.241  -0.738
C  0.559  1.863  0.569
N  -0.384  -2.104  -0.672
O  1.912  -0.780  -1.569
O  0.884  3.037  0.681
O  1.393  1.074  -0.323
H  -1.730  -0.629  1.058
H  -1.092  1.806  1.706
H  -1.375  -2.195  -0.598
H  -0.067  -2.154  -1.623

=====

This record from the Open Molecules 2025 dataset describes a molecular structure, C15H30N2O2PRuS3Sb2 at a distorted geometry. The level of theory is wB97M-V/def2-TZVPD.

Summary:
electronic energy	-2959.87557	Ha
HOMO-LUMO gap (alpha / beta)	7.28 / 4.02	eV
spin multiplicity	5
HOMO energy (alpha / beta)	-15.826 / -15.742	eV
strongest force on any atom	2.70	eV Å⁻¹
net charge	+3
LUMO energy (alpha / beta)	-8.543 / -11.724	eV
energy relative to the best compared isomer or geometry (same formula, charge and spin)	29.7	kJ/mol

Positions of all 56 atoms, in Å:
Ru  -0.020  0.187  -0.283
S  -0.464  -3.116  2.623
C  -0.569  -1.964  1.452
S  -0.740  -0.268  1.883
S  -0.438  -2.125  -0.250
C  -0.725  -0.975  -4.238
Sb  0.366  0.208  -2.824
C  2.417  -0.066  -3.437
C  0.181  2.233  -3.810
C  -1.192  2.653  -4.052
C  -1.798  2.340  -5.276
C  -3.078  2.750  -5.568
C  -3.824  3.440  -4.602
C  -3.259  3.751  -3.382
C  -1.934  3.415  -3.093
C  -1.324  3.900  -1.858
Sb  -1.336  2.396  -0.217
C  -3.394  1.783  -0.242
C  -1.285  3.744  1.457
H  -0.182  -0.968  -5.181
H  -1.722  -0.561  -4.377
H  -0.806  -1.999  -3.878
H  2.574  0.411  -4.403
H  2.650  -1.126  -3.520
H  3.064  0.395  -2.693
H  0.713  2.049  -4.737
H  0.752  2.896  -3.164
H  -1.229  1.797  -6.014
H  -3.504  2.551  -6.538
H  -4.836  3.738  -4.822
H  -3.828  4.316  -2.660
H  -1.897  4.707  -1.415
H  -0.288  4.208  -1.971
H  -4.027  2.654  -0.091
H  -3.566  1.063  0.560
H  -3.637  1.306  -1.193
H  -1.958  4.569  1.240
H  -0.280  4.133  1.609
H  -1.641  3.237  2.350
N  1.467  1.424  3.366
C  2.452  0.449  2.847
P  2.618  0.767  0.996
O  1.715  1.940  0.741
O  2.365  -0.452  0.155
C  4.457  1.111  0.728
N  4.951  0.165  -0.295
H  0.584  0.962  3.644
H  1.253  2.052  2.548
H  1.815  1.980  4.159
H  2.108  -0.576  2.985
H  3.403  0.547  3.368
H  4.991  0.945  1.663
H  4.629  2.145  0.429
H  5.934  -0.106  -0.146
H  4.868  0.556  -1.242
H  4.328  -0.671  -0.255

=====

This record from the Open Molecules 2025 dataset describes a molecular structure, C26H47FeN2S3. The level of theory is wB97M-V/def2-TZVPD.

Summary:
electronic energy	-3586.69272	Ha
HOMO-LUMO gap (alpha / beta)	7.30 / 6.42	eV
spin multiplicity	6
HOMO energy (alpha / beta)	-6.824 / -7.591	eV
strongest force on any atom	0.60	eV Å⁻¹
net charge	0
LUMO energy (alpha / beta)	0.475 / -1.170	eV
energy relative to the best compared isomer or geometry (same formula, charge and spin)	65.2	kJ/mol

Positions of all 79 atoms, in Å:
Fe  -0.277  0.188  0.902
C  0.088  2.291  -0.145
C  -0.804  1.543  -0.968
C  -2.048  1.449  -0.229
C  -1.850  2.185  0.975
C  -0.554  2.711  1.027
C  0.015  3.713  2.017
C  -0.841  3.817  3.279
C  0.034  5.090  1.334
C  1.451  3.323  2.400
C  -3.404  0.758  -0.501
C  -3.264  -0.737  -0.811
C  -4.180  1.478  -1.615
C  -4.287  0.825  0.756
C  -0.299  1.099  -2.364
C  -1.383  0.846  -3.413
C  0.553  -0.171  -2.235
C  0.590  2.215  -2.948
H  1.089  2.592  -0.426
H  -2.595  2.334  1.741
H  -1.850  4.167  3.044
H  -0.391  4.536  3.970
H  -0.920  2.856  3.788
H  -0.982  5.396  1.070
H  0.627  5.060  0.417
H  0.462  5.847  2.001
H  1.491  2.284  2.738
H  1.819  3.966  3.206
H  2.130  3.428  1.549
H  -2.757  -0.948  -1.751
H  -4.252  -1.210  -0.848
H  -2.700  -1.230  -0.024
H  -3.643  1.494  -2.558
H  -4.377  2.513  -1.323
H  -5.142  0.982  -1.781
H  -3.799  0.357  1.615
H  -5.220  0.291  0.562
H  -4.543  1.854  1.019
H  -2.094  0.076  -3.128
H  -0.902  0.523  -4.340
H  -1.933  1.764  -3.630
H  0.957  -0.476  -3.209
H  -0.049  -0.994  -1.840
H  1.393  -0.003  -1.554
H  0.105  3.188  -2.843
H  0.766  2.032  -4.012
H  1.565  2.265  -2.458
C  3.017  -1.596  3.733
C  1.858  -0.869  3.089
S  1.992  -0.567  1.425
C  0.770  -0.460  3.870
C  0.822  -0.573  5.375
S  -0.627  0.248  3.230
H  3.645  -2.055  2.972
H  2.670  -2.378  4.411
H  3.642  -0.908  4.311
H  1.416  -1.424  5.710
H  -0.181  -0.662  5.784
H  1.275  0.329  5.795
C  1.029  -3.857  -4.213
C  0.786  -4.527  -2.866
N  0.182  -3.619  -1.888
C  0.614  -3.180  -0.690
S  -0.550  -2.616  0.427
N  1.907  -3.139  -0.354
C  3.104  -3.265  -1.179
C  3.846  -4.581  -0.975
H  1.162  -4.609  -4.992
H  1.916  -3.222  -4.195
H  0.177  -3.231  -4.483
H  1.702  -4.939  -2.466
H  0.100  -5.365  -2.996
H  -0.819  -3.519  -1.961
H  2.035  -2.693  0.548
H  3.759  -2.439  -0.898
H  2.842  -3.109  -2.221
H  4.281  -4.625  0.025
H  4.657  -4.675  -1.702
H  3.181  -5.440  -1.082

=====

Question: Among the records above, which one has the lowest strongest force on any atom?
Answer: C26H47FeN2S3